(1)
C25H48ClNO3P2SSn as an isolated structure at a distorted geometry. Source: the OMol25 dataset; level of theory: ωB97M-V/def2-TZVPD.

Properties
Energy   -3017.1733 Ha
Spin multiplicity   1
ΔE to the lowest compared entry with this formula, charge and spin   20.6 kcal per mole
F_max   0.03665 hartree/bohr

Positions of all 82 atoms, in Å:
Sn -0.254 0.183 0.739
Cl 1.529 0.920 -0.847
P 0.056 2.505 2.071
C 0.150 4.006 0.983
C -1.335 2.770 3.283
C 1.695 2.424 2.932
C -0.673 3.837 -0.299
H 1.219 4.041 0.704
C -0.224 5.316 1.688
H -1.270 5.305 2.029
H -0.122 6.135 0.962
H 0.433 5.538 2.537
H -0.342 2.975 -0.884
H -0.559 4.734 -0.923
H -1.742 3.724 -0.083
H 2.399 2.367 2.079
C 1.862 1.150 3.774
C 2.012 3.676 3.754
H 2.141 4.564 3.127
H 2.958 3.507 4.287
H 1.236 3.870 4.510
H 1.316 0.283 3.385
H 1.552 1.306 4.815
H 2.928 0.878 3.790
C -2.692 2.756 2.566
H -1.140 3.782 3.681
C -1.325 1.778 4.451
H -2.818 3.610 1.889
H -3.491 2.810 3.321
H -2.843 1.831 1.991
H -1.308 0.726 4.123
H -2.246 1.917 5.035
H -0.476 1.948 5.124
H -1.519 1.013 -0.123
H 0.891 -0.805 1.617
P 0.518 -2.925 -3.108
C 2.312 -2.830 -2.997
C -0.426 -4.221 -2.250
C -0.155 -1.498 -4.000
C 2.799 -2.558 -1.569
H 2.572 -1.941 -3.607
C 2.967 -4.075 -3.626
H 2.772 -4.984 -3.042
H 4.055 -3.937 -3.661
H 2.607 -4.223 -4.652
H 2.404 -1.607 -1.185
H 3.894 -2.494 -1.601
H 2.516 -3.372 -0.890
H 0.624 -0.712 -3.899
C -1.460 -0.938 -3.414
C -0.290 -1.898 -5.484
H 0.701 -1.960 -5.950
H -0.881 -1.149 -6.024
H -0.787 -2.871 -5.601
H -1.394 -0.739 -2.335
H -2.296 -1.619 -3.619
H -1.666 0.013 -3.926
C 0.276 -4.804 -1.005
H -0.436 -5.003 -3.036
C -1.894 -3.850 -1.942
H 1.315 -5.100 -1.203
H -0.263 -5.715 -0.710
H 0.232 -4.113 -0.149
H -1.962 -3.071 -1.166
H -2.400 -4.749 -1.564
H -2.438 -3.532 -2.841
O -3.655 -0.286 0.164
C -3.280 -0.956 1.133
N -1.952 -1.166 1.445
S -1.631 -2.217 2.698
O -1.083 -3.446 2.187
O -0.919 -1.505 3.736
C -3.350 -2.338 3.071
C -3.894 -2.954 4.191
C -5.270 -2.812 4.414
C -6.065 -2.096 3.502
C -5.501 -1.530 2.358
C -4.117 -1.623 2.169
H -3.246 -3.521 4.855
H -5.722 -3.255 5.302
H -7.135 -1.997 3.693
H -6.097 -1.007 1.614


(2)
A 5-piece molecular cluster, C25H48FINO9S4 overall at a distorted geometry. Source: the OMol25 dataset; level of theory: ωB97M-V/def2-TZVPD.

Properties
Energy   -3703.4945 Ha
Spin multiplicity   2
F_max   0.03205 hartree/bohr

Positions of all 89 atoms, in Å:
C -0.928 -3.972 -2.729
C -1.716 -3.007 -3.616
C -1.024 -2.938 -4.994
C -1.669 -1.656 -2.890
C -2.598 -0.621 -3.480
F -2.153 -0.210 -4.730
I -2.501 1.133 -2.202
C -4.018 -1.129 -3.584
C -4.144 -2.520 -4.252
C -5.534 -3.060 -3.903
C -4.056 -2.391 -5.782
N -3.125 -3.474 -3.718
O -3.521 -4.200 -2.747
H -1.225 -3.878 -1.690
H -0.985 -4.998 -3.082
H 0.117 -3.659 -2.801
H -1.710 -2.849 -5.823
H -0.309 -2.121 -5.006
H -0.460 -3.858 -5.151
H -0.644 -1.286 -2.894
H -1.954 -1.779 -1.845
H -4.452 -1.156 -2.588
H -4.583 -0.423 -4.193
H -5.732 -3.019 -2.838
H -6.269 -2.428 -4.402
H -5.661 -4.071 -4.280
H -3.799 -3.340 -6.245
H -5.016 -2.051 -6.162
H -3.320 -1.651 -6.085
C 0.174 -6.087 2.571
C 1.248 -6.308 1.497
C 1.095 -5.187 0.460
S 0.402 -3.784 1.347
O -0.914 -3.516 0.827
O 1.371 -2.722 1.440
C 0.238 -4.606 2.928
H 0.341 -6.713 3.446
H -0.812 -6.329 2.169
H 2.238 -6.255 1.954
H 1.156 -7.286 1.028
H 2.041 -4.882 0.020
H 0.388 -5.449 -0.325
H -0.651 -4.228 3.427
H 1.127 -4.370 3.512
C -1.995 1.199 3.177
C -2.783 1.503 1.896
C -4.189 0.916 2.070
S -4.519 0.938 3.838
O -4.640 -0.421 4.306
O -5.547 1.904 4.135
C -2.920 1.574 4.331
H -1.058 1.751 3.216
H -1.756 0.135 3.222
H -2.848 2.584 1.755
H -2.294 1.087 1.018
H -4.959 1.497 1.570
H -4.240 -0.122 1.746
H -2.647 1.132 5.285
H -3.019 2.655 4.432
C 3.486 2.603 1.628
C 3.763 1.099 1.484
C 2.447 0.361 1.762
S 1.135 1.501 1.296
O 0.392 1.860 2.482
O 0.444 1.019 0.127
C 2.202 2.869 0.855
H 4.306 3.205 1.243
H 3.344 2.856 2.682
H 4.096 0.888 0.466
H 4.548 0.764 2.161
H 2.334 -0.551 1.183
H 2.317 0.138 2.819
H 1.715 3.804 1.117
H 2.365 2.823 -0.221
C 5.590 8.245 1.683
C 6.539 7.180 2.252
C 5.886 5.812 2.016
S 4.860 5.999 0.550
O 3.479 5.833 0.930
O 5.418 5.237 -0.538
C 5.178 7.742 0.303
H 6.066 9.222 1.623
H 4.709 8.340 2.321
H 7.495 7.227 1.728
H 6.737 7.339 3.310
H 6.610 5.024 1.830
H 5.227 5.527 2.834
H 4.279 8.209 -0.093
H 5.992 7.825 -0.416


(3)
A 5-piece molecular cluster, C25H49BrN2O7P overall at a distorted geometry. Source: the OMol25 dataset; level of theory: ωB97M-V/def2-TZVPD.

Properties
Energy   -4533.2717 Ha
Spin multiplicity   1
Charge   +1
F_max   0.09600 hartree/bohr

Positions of all 85 atoms, in Å:
C -0.920 3.691 -1.538
C -0.230 3.481 -2.955
O -0.361 2.119 -3.397
C 0.834 1.364 -3.231
C 0.762 0.339 -2.010
C 0.646 -1.173 -2.451
C 1.318 -2.206 -1.469
C 0.456 -2.568 -0.199
C -0.034 -1.355 0.630
N -1.373 -1.140 0.942
C -1.444 0.015 1.727
P -2.932 0.851 2.513
O -2.289 2.035 3.532
Br -4.093 1.982 0.947
C -0.128 0.583 1.906
N 0.683 -0.351 1.211
C 2.148 -0.149 1.196
C 2.591 1.368 1.083
C 4.005 1.423 0.349
O 4.867 0.341 0.762
H -1.712 4.493 -1.592
H -0.178 4.037 -0.769
H -1.427 2.750 -1.202
H -0.830 4.104 -3.681
H 0.817 3.877 -3.007
H 1.768 1.975 -3.125
H 0.957 0.734 -4.159
H -0.204 0.588 -1.470
H 1.599 0.553 -1.295
H -0.419 -1.458 -2.652
H 1.204 -1.261 -3.431
H 1.433 -3.168 -2.051
H 2.378 -1.899 -1.230
H -0.407 -3.196 -0.542
H 1.057 -3.218 0.502
H -2.159 -1.726 0.649
H -1.518 1.689 4.019
H 0.181 1.503 2.442
H 2.610 -0.693 0.339
H 2.612 -0.582 2.126
H 1.845 2.015 0.548
H 2.772 1.746 2.122
H 3.906 1.358 -0.771
H 4.522 2.387 0.615
H 4.962 -0.275 0.015
C -1.022 7.535 -4.297
C 0.253 6.996 -4.893
O 1.120 6.510 -4.196
C 0.409 7.085 -6.389
H -1.000 7.406 -3.215
H -1.116 8.599 -4.521
H -1.879 6.989 -4.696
H 0.377 8.129 -6.705
H -0.385 6.519 -6.880
H 1.371 6.661 -6.678
C 0.362 -6.146 3.133
C 0.501 -6.059 1.640
O -0.238 -5.358 0.971
C 1.593 -6.875 1.000
H -0.462 -5.509 3.457
H 0.146 -7.180 3.425
H 1.281 -5.803 3.613
H 1.431 -7.935 1.202
H 2.565 -6.563 1.387
H 1.578 -6.717 -0.079
C -2.631 7.804 0.497
C -3.260 6.914 -0.544
O -2.889 6.934 -1.698
C -4.368 5.998 -0.093
H -1.851 8.407 0.033
H -3.384 8.471 0.921
H -2.182 7.195 1.284
H -5.198 6.585 0.304
H -3.993 5.310 0.668
H -4.726 5.418 -0.945
C -1.508 -10.236 5.354
C -0.191 -9.941 4.689
O -0.037 -8.947 4.006
C 0.929 -10.924 4.904
H -2.220 -9.446 5.114
H -1.903 -11.187 4.990
H -1.378 -10.273 6.437
H 0.641 -11.904 4.520
H 1.166 -10.991 5.967
H 1.816 -10.585 4.368


(4)
C25H49ClInO2P2 as an isolated structure at a distorted geometry. Source: the OMol25 dataset; level of theory: ωB97M-V/def2-TZVPD.

Properties
Energy   -2465.4790 Ha
Spin multiplicity   1
Charge   -1
ΔE to the lowest compared entry with this formula, charge and spin   58.5 kcal per mole
F_max   0.05449 hartree/bohr

Positions of all 80 atoms, in Å:
In 0.316 -1.046 -0.452
Cl 0.292 0.077 -2.746
P -0.485 -3.398 -1.085
C 0.554 -4.060 -2.460
C -0.110 -4.274 0.490
C -2.221 -3.486 -1.700
C 1.854 -3.262 -2.605
H -0.076 -3.824 -3.338
C 0.860 -5.561 -2.479
H 1.370 -5.908 -1.570
H 1.540 -5.751 -3.324
H -0.039 -6.166 -2.644
H 1.615 -2.214 -2.805
H 2.444 -3.652 -3.447
H 2.481 -3.313 -1.706
H -2.104 -2.909 -2.634
C -3.206 -2.718 -0.803
C -2.792 -4.859 -2.098
H -2.347 -5.236 -3.029
H -3.873 -4.755 -2.289
H -2.684 -5.620 -1.311
H -2.739 -1.895 -0.244
H -3.714 -3.383 -0.088
H -3.982 -2.276 -1.448
C 1.310 -3.930 0.984
H -0.154 -5.336 0.201
C -1.147 -3.991 1.586
H 2.101 -4.263 0.297
H 1.469 -4.388 1.970
H 1.440 -2.840 1.127
H -1.196 -2.914 1.826
H -0.825 -4.518 2.495
H -2.152 -4.342 1.319
H 2.002 -1.325 -0.545
H -0.857 0.355 -0.560
P 0.539 3.910 -1.088
C -0.687 4.297 -2.347
C 0.271 4.230 0.668
C 2.100 3.393 -1.819
C -1.868 3.313 -2.333
H -0.159 4.134 -3.308
C -1.074 5.771 -2.232
H -1.465 6.023 -1.241
H -1.832 6.012 -2.983
H -0.201 6.404 -2.416
H -1.502 2.341 -2.685
H -2.643 3.664 -3.028
H -2.302 3.193 -1.329
H 1.782 2.837 -2.721
C 2.943 2.417 -0.979
C 2.854 4.668 -2.219
H 2.389 5.140 -3.091
H 3.892 4.427 -2.474
H 2.866 5.402 -1.403
H 2.314 1.703 -0.429
H 3.601 2.953 -0.278
H 3.566 1.837 -1.679
C -1.033 3.609 1.204
H 0.164 5.331 0.648
C 1.461 3.843 1.560
H -1.928 3.959 0.673
H -1.132 3.901 2.254
H -0.991 2.510 1.156
H 1.543 2.753 1.689
H 1.265 4.292 2.538
H 2.416 4.234 1.191
O 1.285 0.343 1.657
C 0.285 -0.141 2.247
O -0.575 -0.928 1.670
C 0.009 0.196 3.700
C -1.301 0.399 4.150
C -1.564 0.599 5.512
C -0.504 0.629 6.422
C 0.821 0.496 5.972
C 1.077 0.310 4.606
H -2.093 0.381 3.400
H -2.587 0.708 5.866
H -0.695 0.728 7.494
H 1.647 0.519 6.698
H 2.101 0.242 4.225